# C8H5N5O2

An isolated molecule of C8H5N5O2 (ωB97M-V/def2-TZVPD, the Open Molecules 2025 dataset).

Last columns: bonded neighbours and bond lengths (Å).
Atoms and positions in Å:
1 O -1.838 -1.054 -1.047  C6 1.236
2 N 2.381 0.780 0.220  C7 1.310, C9 1.364
3 N -1.711 1.813 2.442  C8 1.329, C10 1.394
4 N 0.473 1.298 1.335  C9 1.340, C10 1.375
5 O 3.061 -1.777 -2.417  C11 1.385, H16 0.971
6 C -1.085 -0.361 -0.354  O1 1.236, C12 1.430, N15 1.397
7 C 3.004 0.059 -0.680  N2 1.310, C11 1.479, H17 1.082
8 C -2.963 1.425 2.223  N3 1.329, N14 1.397, H18 1.084
9 C 1.041 0.570 0.364  N2 1.364, N4 1.340, N15 1.427
10 C -0.890 1.205 1.494  N3 1.394, N4 1.375, C12 1.373
11 C 2.369 -0.983 -1.516  O5 1.385, C7 1.479, C13 1.377
12 C -1.674 0.407 0.700  C6 1.430, C10 1.373, N14 1.398
13 C 1.002 -1.123 -1.411  C11 1.377, N15 1.416, H19 1.097
14 N -2.987 0.506 1.170  C8 1.397, C12 1.398, H20 1.014
15 N 0.306 -0.321 -0.475  C6 1.397, C9 1.427, C13 1.416
16 H 2.540 -2.503 -2.795  O5 0.971
17 H 4.081 0.104 -0.762  C7 1.082
18 H -3.814 1.784 2.789  C8 1.084
19 H 0.478 -1.884 -2.002  C13 1.097
20 H -3.776 0.056 0.720  N14 1.014

## Properties
Multiplicity: 1
LUMO, eV: -0.6964
Kohn-Sham gap, eV: 7.61
Total charge: 0
SMILES: O=c1c2[nH]cnc2nc2ncc(O)cn12